*i*
Here is a structure of composition C4H3N from OMol25. Energies are from the ωB97M-V functional and the def2-TZVPD basis.

Output
HOMO-LUMO gap ... 0.2984 hartree

Atoms and positions in Å:
C -1.151 -0.985 -0.894
C -0.261 -0.173 -0.900
C 0.591 0.473 0.907
C 1.429 1.293 0.119
N 0.758 0.756 -0.909
H -1.937 -1.698 -0.912
H 0.903 -0.513 1.244
H -0.332 0.848 1.345


*ii*
Here is an isolated molecule of C4H3N from OMol25. Energies are from the ωB97M-V functional and the def2-TZVPD basis.

Output
HOMO-LUMO gap ... 0.3552 hartree

Atoms and positions in Å:
C -1.038 0.039 -0.003
C 0.416 0.442 -0.072
C 1.008 1.549 -0.249
C 1.502 -0.503 0.075
N 2.305 -1.342 0.206
H -1.674 0.910 -0.182
H -1.266 -0.373 0.985
H -1.253 -0.721 -0.760


Result of the stability comparison: *i* is the least stable of them.


*i*
Here is an isolated molecule of C4H3N from OMol25. Energies are from the ωB97M-V functional and the def2-TZVPD basis.

Output
HOMO-LUMO gap ... 0.3983 hartree

Atoms and positions in Å:
C -1.529 0.043 -0.056
C -0.106 -0.121 0.190
C 1.109 -0.334 0.267
C 2.417 -0.091 0.127
N 3.521 0.111 -0.086
H -1.503 0.538 -1.170
H -1.971 -0.915 -0.016
H -1.938 0.769 0.745


*ii*
Here is a structure of composition C4H3N from OMol25. Energies are from the ωB97M-V functional and the def2-TZVPD basis.

Output
HOMO-LUMO gap (spin up / spin down) ... 0.2145 / 0.2122 hartree

Atoms and positions in Å:
C 1.873 -0.235 -0.008
C -0.138 1.002 0.014
C 1.231 0.938 -0.043
C 0.683 -0.960 -0.026
N -0.475 -0.262 -0.106
H 2.807 -0.389 0.274
H -0.685 1.891 0.272
H -2.498 -0.813 0.222


Result of the stability comparison: *ii* is the least stable of them.


*i*
Here is a structure of composition C4H3N from OMol25. Energies are from the ωB97M-V functional and the def2-TZVPD basis.

Output
HOMO-LUMO gap ... 0.3360 hartree

Atoms and positions in Å:
C 1.670 0.811 -0.051
C 0.519 0.422 -0.072
C -0.686 -0.708 0.143
C -1.968 0.016 -0.260
N -1.205 0.957 -0.466
H 2.733 0.940 0.043
H -0.647 -0.931 1.212
H -0.417 -1.508 -0.550


*ii*
Here is an isolated molecule of C4H3N from OMol25. Energies are from the ωB97M-V functional and the def2-TZVPD basis.

Output
HOMO-LUMO gap ... 0.3929 hartree

Atoms and positions in Å:
C -1.976 0.435 -0.065
C -1.025 0.488 -0.804
N 0.142 0.521 -1.541
C 1.031 0.261 -0.711
C 1.571 -0.027 0.433
H -2.846 0.400 0.556
H 1.505 -1.059 0.759
H 1.688 0.790 1.136


*iii*
Here is an isolated molecule of C4H3N from OMol25. Energies are from the ωB97M-V functional and the def2-TZVPD basis.

Output
HOMO-LUMO gap ... 0.3613 hartree

Atoms and positions in Å:
H -2.496 0.680 -0.280
N -1.544 0.811 -0.460
C -0.855 0.299 0.435
C 0.684 0.256 0.406
C 2.419 0.197 0.324
C 1.468 -0.479 -0.451
H -1.245 -0.474 1.166
H 1.571 -1.291 -1.139


Result of the stability comparison: *i* is the least stable of them.


*i*
Here is an isolated molecule of C7H8O from OMol25. Energies are from the ωB97M-V functional and the def2-TZVPD basis.

Output
HOMO-LUMO gap ... 0.3671 hartree

Atoms and positions in Å:
C 0.331 -0.647 -1.208
C -0.208 0.840 -1.053
C 0.708 1.053 0.533
C 1.066 -0.483 0.158
C -0.073 -1.210 1.001
C -1.169 -0.437 1.003
C -0.877 0.849 0.383
H -0.507 -1.307 -1.371
H 0.985 -0.756 -2.253
H -0.785 1.233 -1.981
H 1.149 1.241 1.699
H 2.173 -0.803 0.313
H -0.091 -2.070 1.357
H -2.124 -0.823 1.264
H -1.477 1.648 0.716
O 0.899 1.673 -0.560


*ii*
Here is a cluster of 2 separate species, C7H8O in total from OMol25. Energies are from the ωB97M-V functional and the def2-TZVPD basis.

Output
HOMO-LUMO gap (spin up / spin down) ... 0.3261 / 0.3261 hartree

Atoms and positions in Å:
C 1.143 1.291 1.489
C 1.063 0.479 0.653
C -0.251 -2.019 1.311
C -1.282 1.981 -0.853
C -0.039 -1.692 0.017
C -0.964 0.679 -1.035
C 0.664 -0.534 -0.386
O 1.583 -0.668 -1.360
H 1.427 2.127 2.212
H -0.547 -3.049 1.610
H 0.090 -1.411 2.078
H -2.224 2.287 -1.478
H -0.781 2.667 -0.102
H -0.378 -2.328 -0.830
H -1.467 -0.006 -1.687
H 1.962 0.198 -1.640


*iii*
Here is an isolated molecule of C7H8O from OMol25. Energies are from the ωB97M-V functional and the def2-TZVPD basis.

Output
HOMO-LUMO gap ... 0.3430 hartree

Atoms and positions in Å:
O 0.471 -1.690 -0.832
C 0.111 -0.622 -0.035
C -1.322 -0.922 0.476
C -2.124 -0.058 -0.075
C -1.323 1.001 -0.725
C 0.003 0.675 -0.709
C 1.454 1.085 -0.274
C 1.394 -0.051 0.777
H 0.762 -2.310 -0.182
H -1.716 -1.865 0.894
H -3.163 -0.050 -0.001
H -1.683 1.970 -0.828
H 2.215 1.149 -1.121
H 1.491 2.170 -0.020
H 2.215 -0.778 0.879
H 1.215 0.297 1.777


Result of the stability comparison: *ii* is the least stable of them.


*i*
Here is a cluster of 2 separate species, C2H7NO2S in total from OMol25. Energies are from the ωB97M-V functional and the def2-TZVPD basis.

Output
Spin multiplicity ... 3
HOMO-LUMO gap (spin up / spin down) ... 0.2309 / 0.2659 hartree

Atoms and positions in Å:
C 1.655 1.296 0.805
C 2.609 0.514 0.418
N -2.933 -1.134 -1.616
O -0.320 -0.836 0.710
O -1.969 -0.133 -1.409
S -1.506 0.191 0.209
H 0.509 -0.387 1.025
H 1.379 2.181 0.236
H 1.251 1.081 1.812
H 3.093 0.604 -0.521
H 2.714 -0.422 0.981
H -2.655 -2.072 -1.469
H -3.825 -0.882 -1.182


*ii*
Here is an isolated molecule of C2H7NO2S from OMol25. Energies are from the ωB97M-V functional and the def2-TZVPD basis.

Output
Spin multiplicity ... 3
HOMO-LUMO gap (spin up / spin down) ... 0.2109 / 0.2571 hartree

Atoms and positions in Å:
C 1.390 -0.156 0.261
C -2.831 -0.122 -0.352
N 2.087 0.863 -0.462
O 0.172 -0.588 -0.316
O -0.859 1.498 0.261
S -1.227 0.114 0.126
H 1.430 0.242 1.241
H 2.059 -1.009 0.222
H -2.943 -1.141 0.002
H -3.068 -0.002 -1.382
H 2.096 0.872 -1.509
H 2.035 1.806 -0.200
H -1.452 -0.627 1.449


Result of the stability comparison: *ii* is the least stable of them.